[1]
99
Properties=species:S:1:pos:R:3:lowdin_charge:R:1 method="wB97M-V/def2-TZVPD" homo_ev=-12.29 lumo_ha=-0.184 total_charge=+1
C 1.831 5.675 -1.686 -0.076
O 2.698 4.569 -2.068 -0.161
C 1.992 3.614 -2.924 -0.126
N 1.199 2.651 -2.074 0.001
B 2.014 1.399 -1.645 -0.522
O 1.780 0.842 -0.311 0.137
O 2.965 0.730 -2.485 0.146
S -0.277 2.047 -2.793 0.957
O -0.222 0.547 -3.110 -0.254
O -0.712 2.750 -4.054 -0.226
C -1.654 2.345 -1.523 -0.328
F -2.951 2.324 -2.160 0.078
F -1.641 1.351 -0.472 0.069
F -1.534 3.661 -0.920 0.047
H 1.183 5.357 -0.770 0.103
H 1.103 6.030 -2.502 0.113
H 2.469 6.608 -1.399 0.133
H 2.830 3.097 -3.548 0.195
H 1.378 4.240 -3.664 0.161
H 0.942 3.117 -1.169 0.176
H 2.132 1.544 0.309 0.142
H 3.885 0.923 -2.140 0.130
C 1.153 -4.224 -3.108 -0.166
C -0.024 -4.126 -4.068 -0.163
O -0.314 -2.730 -4.159 -0.180
S 1.067 -1.891 -3.993 0.703
O 1.549 -1.556 -5.301 -0.201
O 0.879 -0.910 -2.957 -0.303
O 1.982 -3.101 -3.409 -0.181
H 0.823 -4.135 -2.068 0.133
H 1.711 -5.154 -3.232 0.141
H -0.895 -4.679 -3.715 0.140
H 0.251 -4.480 -5.066 0.138
C 6.391 -0.487 1.029 -0.162
C 6.637 -1.282 -0.245 -0.159
O 6.448 -0.344 -1.308 -0.197
S 6.908 1.129 -0.801 0.664
O 8.247 1.363 -1.253 -0.202
O 5.828 2.048 -1.047 -0.258
O 6.958 0.802 0.788 -0.182
H 5.320 -0.358 1.214 0.129
H 6.856 -0.951 1.900 0.125
H 5.953 -2.125 -0.348 0.142
H 7.668 -1.643 -0.291 0.141
C -6.016 2.659 -2.989 -0.176
C -6.750 1.386 -2.590 -0.170
O -8.129 1.669 -2.813 -0.193
S -8.266 2.691 -4.069 0.664
O -8.556 1.924 -5.245 -0.213
O -9.057 3.813 -3.654 -0.229
O -6.709 3.153 -4.135 -0.181
H -6.081 3.414 -2.200 0.131
H -4.969 2.473 -3.228 0.112
H -6.576 1.114 -1.548 0.134
H -6.467 0.549 -3.236 0.136
C -9.625 3.708 -0.340 -0.170
C -10.205 4.632 0.720 -0.160
O -9.510 4.297 1.924 -0.184
S -8.000 3.830 1.550 0.647
O -7.123 4.952 1.728 -0.232
O -7.758 2.550 2.153 -0.237
O -8.231 3.615 -0.043 -0.212
H -10.056 2.705 -0.266 0.139
H -9.775 4.093 -1.349 0.118
H -11.280 4.499 0.846 0.142
H -9.993 5.680 0.489 0.137
C -4.398 1.132 2.493 -0.167
C -2.970 1.637 2.338 -0.188
O -2.406 1.562 3.646 -0.192
S -3.069 0.306 4.437 0.660
O -2.178 -0.814 4.328 -0.234
O -3.575 0.778 5.691 -0.214
O -4.320 0.059 3.431 -0.182
H -5.048 1.905 2.913 0.130
H -4.817 0.782 1.548 0.134
H -2.930 2.660 1.960 0.133
H -2.389 0.983 1.682 0.108
C 6.526 -2.612 4.925 -0.170
C 6.427 -4.080 5.317 -0.159
O 6.855 -4.805 4.165 -0.258
S 7.984 -3.926 3.381 0.674
O 9.278 -4.400 3.780 -0.211
O 7.591 -3.795 2.008 -0.241
O 7.709 -2.511 4.132 -0.197
H 5.674 -2.309 4.308 0.126
H 6.594 -1.956 5.794 0.138
H 5.413 -4.369 5.597 0.134
H 7.111 -4.313 6.139 0.137
C 2.264 -5.981 2.563 -0.173
C 3.109 -6.841 3.492 -0.168
O 4.332 -7.058 2.788 -0.176
S 4.653 -5.757 1.869 0.695
O 5.578 -4.919 2.583 -0.265
O 4.879 -6.197 0.523 -0.215
O 3.180 -5.072 1.951 -0.197
H 1.805 -6.585 1.774 0.133
H 1.487 -5.435 3.100 0.137
H 2.629 -7.791 3.731 0.140
H 3.343 -6.309 4.419 0.129

=====

[2]
72
Properties=species:S:1:pos:R:3:lowdin_charge:R:1 method="wB97M-V/def2-TZVPD" homo_ev=-9.42 lumo_ha=-0.252 total_charge=+1 de_lowest_ev=1.558
Be -8.167 -7.478 1.086 1.162
O -8.308 -4.394 -1.678 0.080
C -8.247 -5.429 -0.808 -0.710
O -7.602 -5.448 0.271 0.018
O -8.896 -6.462 -1.108 -0.060
H -8.802 -4.965 -2.306 0.100
C -7.626 -0.848 -1.542 -0.681
O -7.001 0.196 -1.421 0.028
N -8.538 -1.183 -0.575 0.151
N -7.464 -1.767 -2.527 0.173
H -9.053 -2.045 -0.592 0.070
H -8.874 -0.482 0.059 0.103
H -6.735 -1.615 -3.198 0.113
H -8.051 -2.578 -2.478 0.044
C -6.765 -8.650 -1.693 -0.598
O -7.341 -8.774 -0.587 -0.025
N -7.334 -8.175 -2.816 0.219
N -5.415 -8.723 -1.799 0.194
H -8.329 -8.040 -2.758 0.099
H -6.766 -7.887 -3.594 0.088
H -5.024 -8.983 -2.686 0.106
H -4.906 -8.636 -0.938 0.121
C -10.863 -8.827 -0.551 -0.608
O -10.099 -8.573 0.392 -0.013
N -11.657 -9.931 -0.589 0.181
N -10.956 -8.102 -1.689 0.196
H -12.073 -10.213 -1.455 0.107
H -11.640 -10.573 0.184 0.119
H -10.315 -7.320 -1.762 0.059
H -11.450 -8.491 -2.469 0.114
C -3.510 -0.955 0.184 -0.004
C -4.146 -1.851 -0.663 -0.015
C -4.834 -2.927 -0.145 -0.319
C -5.018 -3.014 1.224 -0.028
C -4.322 -2.205 2.105 -0.008
C -3.579 -1.149 1.568 -0.328
O -2.879 -0.382 2.441 0.047
O -5.513 -3.790 -0.985 0.007
H -2.919 -0.098 -0.111 0.117
H -4.212 -1.604 -1.715 0.118
H -5.640 -3.777 1.682 0.106
H -4.410 -2.217 3.182 0.118
H -2.526 0.432 2.074 0.107
H -6.327 -4.036 -0.537 0.032
C -13.425 -6.034 -3.211 -0.013
C -12.590 -5.814 -4.300 -0.012
C -11.368 -5.193 -4.079 -0.313
C -11.088 -4.557 -2.887 -0.024
C -11.968 -4.746 -1.822 -0.004
C -13.125 -5.485 -1.954 -0.340
O -13.973 -5.655 -0.915 0.063
O -10.436 -5.023 -5.083 0.023
H -14.247 -6.708 -3.425 0.119
H -12.745 -6.302 -5.254 0.122
H -10.274 -3.867 -2.747 0.105
H -11.759 -4.335 -0.841 0.129
H -14.559 -6.413 -0.956 0.112
H -10.545 -5.673 -5.785 0.112
C -5.582 -6.656 -6.365 -0.009
C -6.635 -6.036 -7.028 0.005
C -7.447 -5.142 -6.346 -0.326
C -7.230 -4.873 -4.999 -0.007
C -6.256 -5.597 -4.301 -0.026
C -5.402 -6.419 -5.002 -0.345
O -4.374 -7.066 -4.359 0.025
O -8.367 -4.467 -7.091 0.051
H -4.996 -7.469 -6.775 0.120
H -6.665 -6.312 -8.073 0.124
H -7.857 -4.128 -4.527 0.101
H -6.303 -5.559 -3.220 0.106
H -3.760 -7.564 -4.904 0.107
H -8.955 -3.945 -6.534 0.093

=====

[3]
32
Properties=species:S:1:pos:R:3:lowdin_charge:R:1 method="wB97M-V/def2-TZVPD" homo_ev=-10.11 lumo_ha=0.003 smiles="CCCCCCCOC(=O)S.ClC(Cl)(Cl)Cl"
C -3.302 1.536 -0.976 -0.154
C -2.174 0.737 -1.862 -0.261
C -1.189 -0.250 -0.996 -0.239
C -1.907 -1.007 0.270 -0.209
C -0.711 -1.904 1.019 -0.224
C 0.378 -0.921 1.751 -0.170
C 1.223 -1.637 2.980 -0.184
O 2.675 -1.467 2.821 -0.142
C 3.135 -0.131 3.226 -0.599
O 2.594 0.655 4.160 -0.094
S 4.705 0.564 2.388 0.712
H -3.020 1.699 0.150 0.071
H -4.349 1.008 -1.092 0.079
H -3.423 2.607 -1.479 0.078
H -1.489 1.542 -2.415 0.088
H -2.747 0.111 -2.694 0.113
H -0.235 0.378 -0.716 0.093
H -0.840 -1.108 -1.747 0.119
H -2.670 -1.783 -0.174 0.120
H -2.352 -0.293 1.083 0.103
H -0.130 -2.454 0.135 0.117
H -1.170 -2.736 1.702 0.109
H 1.188 -0.643 0.920 0.124
H -0.231 0.038 2.113 0.131
H 0.799 -1.234 4.015 0.140
H 1.032 -2.815 3.018 0.145
H 5.167 1.643 3.210 -0.081
C 1.808 1.573 -4.162 -2.017
Cl 3.233 1.853 -5.194 0.512
Cl 2.300 0.687 -2.697 0.506
Cl 1.094 3.138 -3.698 0.507
Cl 0.604 0.615 -5.060 0.507

=====

[4]
39
Properties=species:S:1:pos:R:3:lowdin_charge:R:1 method="wB97M-V/def2-TZVPD" homo_ev=-6.96 lumo_ha=-0.008 de_lowest_ev=13.801
Li 0.090 0.851 0.444 0.337
C -2.393 1.346 -1.903 -0.054
C -1.351 1.582 -0.816 -0.335
O -0.086 0.953 -0.998 -0.242
H -2.460 0.302 -2.210 0.076
H -2.081 1.934 -2.766 0.086
H -3.369 1.589 -1.484 0.081
H -1.821 1.200 0.090 0.071
H -1.209 2.654 -0.675 0.121
C -1.285 0.065 1.890 -0.120
C -0.318 1.182 2.503 -0.085
O -0.068 2.189 1.456 -0.150
O -0.571 -0.575 0.843 -0.179
H -2.175 0.447 1.389 0.126
H -1.533 -0.610 2.709 0.136
H 0.668 0.850 2.829 0.115
H -0.857 1.646 3.329 0.130
H -0.129 3.080 1.809 0.132
H -0.964 -1.434 0.670 0.128
C -0.452 -2.899 -1.594 -0.236
C -0.107 -1.482 -1.177 -0.222
O -1.136 -0.594 -1.553 -0.151
O -1.363 -3.513 -0.744 -0.066
H 0.398 -3.580 -1.629 0.111
H -0.895 -2.981 -2.587 0.119
H 0.793 -1.087 -1.649 0.122
H 0.061 -1.279 -0.119 0.040
H -0.920 0.302 -1.284 -0.244
H -1.360 -4.441 -0.992 0.083
C 2.343 0.251 1.218 -0.185
C 3.164 -0.444 0.039 -0.153
O 3.925 0.462 -0.852 -0.057
O 1.328 1.018 0.680 -0.216
H 3.016 0.858 1.823 0.131
H 1.984 -0.564 1.847 0.125
H 2.469 -1.092 -0.496 0.094
H 3.784 -1.168 0.567 0.112
H 3.287 1.043 -1.272 0.074
H 1.595 1.940 0.667 0.147

=====

[5]
70
Properties=species:S:1:pos:R:3:lowdin_charge:R:1 method="wB97M-V/def2-TZVPD" homo_ev=-7.73 lumo_ha=-0.007 de_lowest_ev=5.817 smiles="COc1ccc(OC)c(C(=O)N[C@@H](CC(N)=O)c2ccc(N3CCN(c4ccccc4)CC3)c([N+](=O)[O-])c2)c1"
C 7.856 -3.460 1.860 -0.088
H 8.054 -2.541 2.422 0.097
O 7.872 -3.228 0.472 -0.087
C 6.956 -2.360 -0.043 -0.270
C 6.996 -2.160 -1.422 0.010
C 6.105 -1.304 -2.033 -0.010
C 5.148 -0.609 -1.298 -0.208
C 5.104 -0.796 0.093 -0.037
C 6.003 -1.675 0.693 0.047
H 5.913 -1.789 1.762 0.112
C 4.150 -0.137 1.038 -0.430
O 4.029 -0.530 2.190 0.045
N 3.462 0.921 0.569 0.120
H 3.547 1.225 -0.394 0.110
C 2.519 1.654 1.381 -0.238
C 1.102 1.308 0.973 -0.143
C 0.125 2.242 0.730 0.053
C -1.164 1.871 0.327 -0.084
C -1.546 0.512 0.265 -0.145
N -2.831 0.106 0.097 -0.069
C -3.144 -1.247 -0.308 -0.133
H -2.420 -1.573 -1.058 0.131
C -4.543 -1.286 -0.918 -0.146
N -5.515 -0.952 0.094 -0.099
C -6.848 -1.270 -0.049 -0.228
C -7.725 -1.163 1.036 -0.035
C -9.057 -1.501 0.906 -0.095
C -9.554 -1.968 -0.299 -0.112
C -8.694 -2.090 -1.376 -0.095
C -7.362 -1.744 -1.261 -0.034
H -6.725 -1.829 -2.127 0.096
H -9.065 -2.450 -2.325 0.102
H -10.595 -2.236 -0.396 0.096
H -9.712 -1.408 1.760 0.102
H -7.361 -0.830 1.996 0.100
C -5.060 -0.001 1.081 -0.134
H -4.670 -0.517 1.972 0.132
C -3.968 0.898 0.501 -0.132
H -4.371 1.470 -0.346 0.122
H -3.654 1.614 1.268 0.138
H -5.893 0.634 1.392 0.124
H -4.739 -2.300 -1.280 0.128
H -4.579 -0.596 -1.776 0.137
H -3.106 -1.940 0.544 0.135
C -0.511 -0.425 0.468 0.011
C 0.761 -0.040 0.803 0.012
H 1.515 -0.794 0.971 0.121
H -0.730 -1.478 0.396 0.105
N -1.972 2.934 -0.154 -0.357
O -1.767 4.058 0.282 0.058
O -2.784 2.694 -1.035 0.059
H 0.313 3.300 0.793 0.104
H 2.675 1.307 2.414 0.156
C 2.835 3.155 1.299 -0.048
C 2.640 3.704 -0.108 -0.549
O 2.947 3.099 -1.113 0.067
N 2.125 4.952 -0.160 0.177
H 1.957 5.366 -1.063 0.118
H 1.817 5.452 0.654 0.107
H 3.889 3.290 1.557 0.137
H 2.234 3.706 2.022 0.120
O 4.237 0.232 -1.869 -0.113
C 4.329 0.540 -3.238 -0.068
H 5.315 0.938 -3.496 0.100
H 4.108 -0.330 -3.864 0.097
H 3.577 1.311 -3.402 0.094
H 6.159 -1.183 -3.103 0.104
H 7.735 -2.690 -2.002 0.121
H 8.653 -4.177 2.048 0.092
H 6.901 -3.884 2.186 0.097

=====

[6]
135
Properties=species:S:1:pos:R:3:lowdin_charge:R:1 method="wB97M-V/def2-TZVPD" homo_ev="-9.89 / -9.91" lumo_ha="-0.112 / -0.131" spin_multiplicity=2 total_charge=+1 de_lowest_ev=0.594
Ru -0.324 -0.616 -0.335 0.708
C 4.975 5.051 0.554 -0.041
C 3.780 4.671 1.438 -0.554
C 4.251 4.495 2.888 -0.034
C 2.769 5.816 1.392 -0.058
C 3.174 3.361 0.949 -0.158
C 1.849 3.225 0.595 -0.052
C 1.374 1.982 0.194 -0.366
Se -0.484 1.803 -0.201 1.164
C -1.206 1.766 1.578 -0.367
C -1.157 2.915 2.344 -0.053
C -1.659 2.905 3.637 -0.156
C -2.267 1.727 4.062 0.043
C -2.378 0.571 3.294 -0.081
C -1.780 0.572 2.016 -0.347
O -1.739 -0.517 1.206 -0.537
C -3.102 -0.653 3.852 -0.520
C -2.086 -1.780 4.094 -0.025
C -3.800 -0.368 5.185 -0.062
C -4.209 -1.069 2.875 -0.047
C -1.545 4.151 4.510 -0.554
C -2.080 3.917 5.923 -0.061
C -2.346 5.292 3.867 -0.040
C -0.069 4.561 4.613 -0.041
C 2.168 0.848 0.073 -0.312
O 1.656 -0.309 -0.405 -0.420
C 3.545 0.972 0.410 -0.060
C 3.973 2.214 0.850 0.038
C 4.538 -0.190 0.294 -0.522
C 4.613 -0.654 -1.164 -0.032
C 5.956 0.207 0.713 -0.064
C 4.106 -1.352 1.194 -0.037
H 5.404 5.996 0.889 0.088
H 4.666 5.165 -0.487 0.090
H 5.763 4.299 0.591 0.078
H 4.697 5.421 3.256 0.089
H 4.999 3.706 2.973 0.082
H 3.413 4.236 3.538 0.085
H 3.246 6.737 1.726 0.090
H 1.918 5.630 2.049 0.067
H 2.396 5.984 0.380 0.090
H 1.171 4.067 0.625 0.093
H -0.705 3.809 1.936 0.099
H -2.694 1.710 5.052 0.087
H -1.465 -1.538 4.957 0.096
H -1.409 -1.911 3.254 0.038
H -2.594 -2.724 4.306 0.088
H -3.090 -0.171 5.988 0.089
H -4.381 -1.245 5.474 0.090
H -4.488 0.474 5.112 0.093
H -3.834 -1.283 1.878 0.012
H -4.938 -0.262 2.775 0.102
H -4.739 -1.944 3.256 0.078
H -3.149 3.696 5.920 0.088
H -1.931 4.816 6.520 0.088
H -1.559 3.098 6.421 0.091
H -3.397 5.019 3.769 0.091
H -1.967 5.536 2.874 0.079
H -2.281 6.192 4.480 0.088
H 0.532 3.751 5.028 0.095
H 0.036 5.433 5.260 0.089
H 0.344 4.820 3.638 0.058
H 5.008 2.316 1.129 0.094
H 4.995 0.148 -1.799 0.092
H 3.636 -0.952 -1.530 0.043
H 5.287 -1.509 -1.251 0.093
H 6.349 1.028 0.111 0.087
H 6.613 -0.650 0.565 0.090
H 6.011 0.486 1.766 0.090
H 3.114 -1.714 0.935 0.008
H 4.097 -1.045 2.242 0.096
H 4.810 -2.180 1.092 0.091
Br -4.044 -4.138 -2.239 0.792
C -4.623 -2.644 -3.248 -0.723
C -5.416 -2.893 -4.357 -0.131
C -5.851 -1.840 -5.143 -0.067
C -5.486 -0.541 -4.830 -0.072
C -4.698 -0.293 -3.718 -0.152
C -4.264 -1.341 -2.914 -0.690
I -3.283 -0.850 -1.132 1.212
H -5.690 -3.910 -4.597 0.106
H -6.475 -2.039 -6.003 0.115
H -5.821 0.285 -5.442 0.114
H -4.428 0.722 -3.460 0.098
C -4.164 -4.225 1.422 -0.017
C -2.746 -4.477 1.047 -0.276
C -2.276 -5.702 0.644 0.024
C -0.913 -5.834 0.359 -0.281
N -0.067 -4.817 0.486 0.128
C -0.531 -3.638 0.877 -0.676
S 0.578 -2.334 1.094 0.786
N -1.858 -3.469 1.141 0.136
C -0.331 -7.122 -0.119 -0.006
H -4.785 -5.061 1.115 0.092
H -4.536 -3.314 0.958 0.063
H -4.238 -4.110 2.505 0.094
H -2.951 -6.540 0.560 0.129
H -2.135 -2.521 1.427 0.084
H -1.041 -7.942 -0.055 0.083
H 0.562 -7.355 0.459 0.095
H -0.018 -7.000 -1.158 0.096
C -2.384 -2.176 -5.983 -0.072
C -1.958 -3.077 -5.017 -0.089
C -1.161 -2.648 -3.971 -0.122
C -0.769 -1.311 -3.885 -0.366
C -1.212 -0.411 -4.847 -0.073
C -2.020 -0.844 -5.889 -0.067
P 0.439 -0.876 -2.588 1.037
C 1.658 -2.194 -2.887 -0.352
C 2.159 -3.013 -1.887 -0.108
C 3.044 -4.037 -2.201 -0.060
C 3.445 -4.234 -3.511 -0.065
C 2.947 -3.417 -4.519 -0.060
C 2.049 -2.412 -4.212 -0.096
C 1.185 0.675 -3.177 -0.338
C 2.491 0.745 -3.649 -0.067
C 3.025 1.962 -4.053 -0.052
C 2.259 3.115 -4.002 -0.061
C 0.947 3.051 -3.555 -0.063
C 0.416 1.839 -3.148 -0.191
H -2.997 -2.514 -6.807 0.113
H -2.243 -4.120 -5.079 0.110
H -0.814 -3.365 -3.236 0.108
H -0.902 0.624 -4.818 0.095
H -2.348 -0.136 -6.639 0.113
H 1.876 -2.854 -0.859 0.013
H 3.424 -4.668 -1.410 0.112
H 4.144 -5.024 -3.753 0.109
H 3.253 -3.569 -5.545 0.110
H 1.645 -1.797 -5.008 0.119
H 3.110 -0.138 -3.680 0.094
H 4.047 2.004 -4.403 0.112
H 2.680 4.061 -4.313 0.110
H 0.337 3.944 -3.522 0.113
H -0.616 1.800 -2.821 0.056

=====

Table of energy (eV), in record order: -182761.6479 -57223.0082 -74607.3954 -23192.4471 -49272.4849 -234501.9237